{
  "formula": "C3H2N2OS2",
  "method": "ωB97M-V/def2-TZVPD",
  "species": ["C", "C", "C", "H", "H", "N", "N", "O", "S", "S"],
  "xyz": [[0.370927, 0.622620, -0.512559], [-0.892094, -1.338535, 0.804987], [-1.223594, -2.091203, 2.025894], [2.132722, 3.226872, -1.951084], [-0.189552, 0.053532, -1.286475], [1.124358, 1.627636, -0.673643], [-1.488880, -2.668189, 2.996472], [-1.330437, -1.657145, -0.262495], [1.285362, 2.227366, -2.272141], [0.211188, -0.002954, 1.131045]],
  "forces_ev_per_a": [[0.0, -0.1, -0.6], [0.2, 0.0, -0.1], [-0.4, -0.7, 1.4], [-0.2, -0.3, 0.0], [0.3, 0.4, 0.5], [-0.2, -0.1, -0.4], [0.4, 0.8, -1.3], [-0.1, 0.0, -0.1], [0.1, 0.0, 0.4], [0.0, 0.0, 0.1]],
  "molar_mass_g_mol": 146.20,
  "smiles": "N#CC(=O)S/C=N/S",
  "de_lowest_kj_mol": 109.3,
  "energy_ev": -29839.66243,
  "charge": 0
}

{
  "formula": "C2Br2O2",
  "method": "ωB97M-V/def2-TZVPD",
  "species": ["C", "C", "O", "O", "Br", "Br"],
  "xyz": [[0.938639, -1.153332, -0.399903], [-1.005104, 0.725352, 0.878675], [1.417792, -2.171959, -0.086868], [-1.645763, 0.571082, 1.840331], [1.117602, -0.134700, -1.950079], [-0.823166, 2.163556, -0.282155]],
  "forces_ev_per_a": [[0.0, -1.5, 1.8], [-0.3, -1.8, 1.6], [-0.4, 1.0, -0.4], [0.4, 0.3, -0.8], [0.4, 0.5, -1.4], [-0.1, 1.5, -0.7]],
  "molar_mass_g_mol": 215.83,
  "de_lowest_kj_mol": 267.2,
  "energy_ev": -146250.48695,
  "charge": 0
}

{
  "formula": "C6H10O2",
  "method": "ωB97M-V/def2-TZVPD",
  "species": ["C", "C", "C", "C", "C", "C", "H", "H", "H", "H", "H", "H", "H", "H", "H", "H", "O", "O"],
  "xyz": [[-2.154528, -0.510979, -0.300832], [-0.240063, 0.279344, 0.191906], [0.447289, -0.833192, 0.718609], [1.723546, -0.876665, -0.401174], [0.939775, 1.057904, -0.149348], [-0.245891, 1.914407, 0.128555], [-2.793048, 0.442575, 0.114854], [-1.718973, -1.192774, 0.456288], [-3.168000, -1.167688, -0.889609], [-0.126146, -1.673352, 0.840741], [1.051768, -0.906644, 1.603998], [2.781040, -0.962463, 0.027678], [1.758109, -1.795453, -1.006536], [1.806992, 1.101416, 0.535552], [0.584141, 2.251697, 0.978160], [-1.001860, 2.586816, -0.512121], [-0.924709, -0.053538, -1.061110], [1.280565, 0.338584, -1.275618]],
  "forces_ev_per_a": [[-3.6, 0.2, -1.5], [-1.5, 4.8, -0.3], [4.1, -1.9, 0.4], [-1.4, -1.3, -1.5], [0.5, 1.1, -3.7], [2.3, 0.4, 2.2], [2.0, -2.3, -0.7], [-1.5, 0.5, -0.2], [3.7, 1.9, 1.0], [-1.2, -2.7, -0.6], [-0.3, 1.4, 1.1], [-1.4, 1.5, -0.2], [-0.7, 0.5, -0.3], [-0.6, 0.3, -0.1], [-4.2, 1.0, -0.9], [2.0, -1.9, 1.7], [-2.8, -1.3, 3.1], [4.6, -2.2, 0.6]],
  "molar_mass_g_mol": 114.14,
  "de_lowest_kj_mol": 968.8,
  "energy_ev": -10469.12879,
  "charge": 0
}

{
  "formula": "C25H73Br3N15O15P3",
  "method": "ωB97M-V/def2-TZVPD",
  "species": ["C", "N", "O", "O", "H", "H", "H", "C", "N", "O", "O", "H", "H", "H", "C", "N", "O", "O", "H", "H", "H", "C", "N", "O", "O", "H", "H", "H", "C", "N", "O", "O", "H", "H", "H", "C", "N", "O", "O", "H", "H", "H", "O", "P", "N", "C", "C", "N", "C", "C", "N", "C", "C", "H", "H", "H", "H", "H", "H", "H", "H", "H", "H", "H", "H", "H", "H", "H", "H", "H", "H", "O", "P", "N", "C", "C", "N", "C", "C", "N", "C", "C", "H", "H", "H", "H", "H", "H", "H", "H", "H", "H", "H", "H", "H", "H", "H", "H", "H", "H", "O", "P", "N", "C", "C", "N", "C", "C", "N", "C", "C", "H", "H", "H", "H", "H", "H", "H", "H", "H", "H", "H", "H", "H", "H", "H", "H", "H", "H", "C", "Br", "Br", "Br", "H"],
  "xyz": [[2.009223, 1.757421, -3.160060], [3.166843, 1.026581, -2.568840], [4.249703, 1.483371, -2.907310], [2.954063, 0.171851, -1.713570], [2.296063, 2.792661, -3.344770], [1.107023, 1.685811, -2.552610], [1.898893, 1.255321, -4.121220], [4.176433, 3.713231, -0.095080], [2.756763, 3.661111, -0.581460], [2.353273, 2.526701, -0.893420], [2.185803, 4.744171, -0.636720], [4.299753, 4.281931, 0.826590], [4.831853, 4.074641, -0.887480], [4.484023, 2.684461, 0.092320], [1.336323, -2.097269, -1.953120], [1.047463, -0.895699, -2.870750], [1.761463, -0.623349, -3.771680], [0.059553, -0.254119, -2.521490], [2.228983, -1.823889, -1.390510], [1.505743, -2.970389, -2.583240], [0.524723, -2.213579, -1.234870], [0.754713, 1.065661, -0.098550], [0.203663, -0.275509, 0.097330], [-1.006407, -0.394419, 0.061200], [1.075023, -1.081849, 0.319630], [1.585843, 1.006211, -0.801250], [1.096053, 1.190171, 0.929110], [-0.065957, 1.619421, -0.554570], [-0.413517, 5.126791, 0.485610], [-1.068477, 4.306991, -0.547070], [-1.930027, 4.893051, -1.187560], [-0.781257, 3.124431, -0.733430], [-1.118747, 5.881101, 0.834550], [0.408853, 5.602131, -0.049050], [-0.171947, 4.408381, 1.268960], [-1.141877, -3.024959, 0.982310], [-2.228697, -3.318919, 1.964660], [-2.326977, -2.574259, 2.925530], [-2.996727, -4.195069, 1.651200], [-1.354287, -2.246709, 0.249280], [-1.008067, -3.884349, 0.325310], [-0.237467, -2.879309, 1.573010], [-3.865417, 3.285511, 3.083390], [-3.361857, 1.917601, 3.277930], [-2.431067, 1.248411, 1.992310], [-2.439477, -0.224439, 1.699450], [-1.428557, 2.048001, 1.353830], [-4.666997, 0.763171, 3.557930], [-5.713407, 0.649221, 2.640930], [-5.209147, 0.712121, 4.909980], [-2.462687, 1.789071, 4.706570], [-1.791537, 0.510411, 5.064920], [-1.849137, 2.902861, 5.220750], [-1.505117, -0.491569, 1.205780], [-3.194057, -0.434389, 0.941410], [-2.564317, -0.750229, 2.646050], [-0.656227, 2.205011, 2.106800], [-1.823737, 3.010591, 1.029280], [-0.852407, 1.556771, 0.569720], [-5.282347, 0.144801, 1.776150], [-6.444277, -0.056559, 3.035650], [-6.179397, 1.600711, 2.384750], [-4.429277, 0.589341, 5.661540], [-5.779517, 1.632381, 5.036050], [-5.805227, -0.177469, 5.113490], [-0.923367, 0.258761, 4.455790], [-1.734197, 0.343631, 6.140560], [-2.453167, -0.279349, 4.709090], [-2.416277, 3.819861, 5.060880], [-0.857247, 2.916381, 4.769010], [-1.823857, 2.739521, 6.298140], [1.672443, 2.918031, -5.868610], [0.345393, 2.483481, -5.326470], [-1.036517, 3.301831, -6.073220], [-0.973887, 3.585111, -7.485120], [-2.268807, 3.484521, -5.323360], [0.168523, 2.710361, -3.632610], [0.584773, 4.035851, -3.220990], [-0.721427, 2.036481, -2.657140], [-0.184507, 0.821931, -5.624800], [0.817313, -0.206679, -5.825240], [-1.573457, 0.434591, -5.890850], [-1.936647, 3.517011, -7.991630], [-0.521297, 2.709171, -7.949840], [-0.430757, 4.513041, -7.664180], [-2.083177, 4.101581, -4.444230], [-2.697177, 2.555811, -4.946390], [-3.027357, 3.853421, -6.013740], [0.414803, 4.213771, -2.159140], [1.653663, 4.221661, -3.326000], [0.026973, 4.790241, -3.775840], [-0.318187, 1.054831, -2.408470], [-0.729817, 2.535681, -1.688220], [-1.760317, 1.925371, -2.967750], [1.279963, -0.095759, -6.805920], [1.599743, -0.237679, -5.066980], [0.329603, -1.181479, -5.822200], [-2.160067, 0.693511, -5.009400], [-1.634847, -0.651459, -5.821400], [-1.995807, 0.869051, -6.796910], [1.024883, -5.070109, 0.157560], [1.425153, -4.885739, 1.528290], [0.054983, -4.884159, 2.595250], [0.166863, -4.406119, 3.969250], [-1.101417, -5.773949, 2.381660], [2.237173, -3.413059, 1.885540], [1.391973, -2.189229, 1.952560], [3.605563, -3.193889, 1.372210], [2.450693, -6.151889, 2.131210], [3.038553, -6.259749, 3.498680], [3.240593, -6.953509, 1.172330], [-0.175417, -5.169849, 4.667570], [-0.439987, -3.507769, 4.082350], [1.225063, -4.198449, 4.127960], [-1.249717, -6.088039, 1.348490], [-2.009457, -5.228969, 2.639650], [-1.005657, -6.730919, 2.894650], [0.569983, -2.237569, 2.666780], [2.011373, -1.362539, 2.300460], [1.025663, -1.872489, 0.976040], [3.679373, -3.057239, 0.293330], [4.074603, -2.356359, 1.888590], [4.233803, -4.072439, 1.519050], [3.663603, -5.437479, 3.846920], [2.148663, -6.361229, 4.119890], [3.599743, -7.173339, 3.694940], [3.228353, -7.971649, 1.561360], [4.189603, -6.417359, 1.166840], [2.631753, -6.958999, 0.268240], [3.879543, 0.078221, 1.962300], [5.466723, 0.599811, 3.092710], [4.368513, -0.860079, 0.326060], [2.689403, 1.627681, 1.696030], [3.255953, -0.614979, 2.526830]],
  "forces_ev_per_a": [[1.0, -0.9, -0.4], [0.7, 2.1, 0.1], [0.0, -1.4, 0.7], [1.2, 0.4, -1.4], [0.8, -1.1, 0.3], [2.2, -1.0, 0.2], [0.2, 0.6, 0.5], [0.8, -0.9, -0.1], [1.5, -0.2, 0.0], [0.7, 5.2, 0.6], [0.0, -1.6, -0.2], [-0.5, 0.2, -0.3], [-0.4, 0.4, -0.1], [-0.1, 0.2, -0.1], [0.4, -0.1, -1.0], [-1.2, -2.5, 3.0], [1.7, -2.2, 3.1], [1.0, -3.9, -1.2], [0.0, -0.2, -0.5], [-0.1, 0.1, 0.0], [0.0, -0.3, -1.0], [-1.7, -1.9, -1.1], [0.3, 4.4, -2.3], [2.9, -1.4, -5.2], [-0.2, 5.4, -8.2], [-0.9, -1.1, 1.0], [-1.7, 1.0, -1.4], [1.8, -0.7, 0.7], [0.3, -0.3, 0.0], [-1.8, 1.4, -0.9], [0.3, -0.8, 0.1], [-0.8, 6.4, 7.3], [-0.1, -0.3, -0.2], [0.1, -0.1, 0.6], [0.6, 0.5, 0.0], [0.1, -1.2, -0.8], [0.0, 2.0, -2.1], [0.2, -1.7, 0.6], [-1.3, 0.6, 0.1], [-0.7, 0.0, 1.0], [-0.1, -0.3, 0.6], [-1.5, 0.1, -1.0], [0.6, 0.4, -0.3], [-0.8, -2.6, 0.1], [-2.0, -1.0, 0.7], [-1.7, 2.0, 3.0], [-0.2, 0.3, 1.5], [3.1, 0.4, 1.8], [-0.3, -0.7, -1.9], [0.8, 0.3, 0.5], [-1.7, -3.2, -1.6], [-2.0, -0.2, -1.4], [1.0, 1.6, 1.2], [-1.6, -0.2, 3.3], [-0.3, -0.4, 0.1], [-0.5, 0.4, -0.7], [0.6, 0.7, 0.3], [-0.2, -0.6, 0.5], [-2.3, 0.5, 1.3], [-0.4, 0.3, -0.6], [-0.2, 0.2, -0.1], [-0.2, 0.1, -0.2], [0.1, 0.7, -0.1], [-0.3, -0.1, 0.8], [-0.4, 0.0, -0.7], [0.8, 0.6, 0.5], [0.5, 0.4, -0.1], [-0.4, -0.2, 0.2], [0.2, -0.1, -0.3], [0.6, 0.9, 0.5], [0.6, 0.4, 0.3], [-1.6, -0.7, 0.7], [-3.7, -0.7, -1.2], [1.5, -0.7, 1.7], [0.2, -1.0, -0.1], [0.3, -0.3, -0.1], [-2.6, 1.9, -2.3], [-0.6, 1.0, 0.1], [-0.1, -0.9, -3.6], [1.3, 1.7, 0.7], [0.1, 0.3, -2.5], [0.5, 0.3, 1.4], [-0.4, 0.7, 0.4], [0.9, 0.3, -0.3], [-0.1, -0.1, -0.5], [-0.4, 0.4, -0.1], [0.1, -0.2, 0.0], [0.1, 0.6, 0.3], [0.0, -0.3, -0.6], [-0.1, 0.2, -0.5], [0.2, 0.4, 0.0], [-1.1, 2.2, -0.7], [0.0, -1.1, -5.1], [-0.1, 0.1, -0.2], [0.1, -0.1, -0.4], [-1.0, 0.8, -2.9], [0.0, -0.1, 0.2], [-0.4, 0.4, -0.2], [0.1, 0.0, -0.8], [0.0, -0.2, 0.0], [-0.4, -0.6, -2.3], [0.9, -0.5, 4.9], [1.1, -0.4, -0.8], [0.4, -0.2, -0.6], [0.6, -0.5, -0.2], [-0.7, -0.8, 0.5], [2.8, -3.1, 5.9], [-0.9, -2.1, 0.7], [0.3, 0.4, -0.3], [-1.9, 0.4, -0.1], [-1.6, 1.0, 0.7], [0.1, 0.0, 0.1], [0.0, 0.1, 0.4], [-0.2, 0.3, 0.5], [0.4, 0.5, -0.2], [0.6, -1.3, 0.8], [0.1, 0.1, 0.6], [0.5, -0.2, 0.7], [-0.2, -0.4, 0.1], [-0.8, -4.9, 3.7], [-0.5, 0.0, 0.2], [-0.4, -0.9, 0.2], [-0.1, -0.3, 0.5], [-0.1, 0.3, -0.3], [0.3, 0.3, 0.7], [0.0, -0.1, -0.8], [0.7, 0.0, -0.1], [0.5, -0.9, -0.9], [0.8, 0.1, -0.5], [0.9, 0.4, 0.3], [-1.1, -0.4, -0.9], [1.3, 3.5, 0.3], [3.6, -0.5, 3.1], [0.7, 0.4, 0.2]],
  "molar_mass_g_mol": 1156.58,
  "de_lowest_kj_mol": 1896.3,
  "energy_ev": -318128.16557,
  "charge": 0
}

Repeat the third record exactly.
{
  "formula": "C6H10O2",
  "method": "ωB97M-V/def2-TZVPD",
  "species": ["C", "C", "C", "C", "C", "C", "H", "H", "H", "H", "H", "H", "H", "H", "H", "H", "O", "O"],
  "xyz": [[-2.154528, -0.510979, -0.300832], [-0.240063, 0.279344, 0.191906], [0.447289, -0.833192, 0.718609], [1.723546, -0.876665, -0.401174], [0.939775, 1.057904, -0.149348], [-0.245891, 1.914407, 0.128555], [-2.793048, 0.442575, 0.114854], [-1.718973, -1.192774, 0.456288], [-3.168000, -1.167688, -0.889609], [-0.126146, -1.673352, 0.840741], [1.051768, -0.906644, 1.603998], [2.781040, -0.962463, 0.027678], [1.758109, -1.795453, -1.006536], [1.806992, 1.101416, 0.535552], [0.584141, 2.251697, 0.978160], [-1.001860, 2.586816, -0.512121], [-0.924709, -0.053538, -1.061110], [1.280565, 0.338584, -1.275618]],
  "forces_ev_per_a": [[-3.6, 0.2, -1.5], [-1.5, 4.8, -0.3], [4.1, -1.9, 0.4], [-1.4, -1.3, -1.5], [0.5, 1.1, -3.7], [2.3, 0.4, 2.2], [2.0, -2.3, -0.7], [-1.5, 0.5, -0.2], [3.7, 1.9, 1.0], [-1.2, -2.7, -0.6], [-0.3, 1.4, 1.1], [-1.4, 1.5, -0.2], [-0.7, 0.5, -0.3], [-0.6, 0.3, -0.1], [-4.2, 1.0, -0.9], [2.0, -1.9, 1.7], [-2.8, -1.3, 3.1], [4.6, -2.2, 0.6]],
  "molar_mass_g_mol": 114.14,
  "de_lowest_kj_mol": 968.8,
  "energy_ev": -10469.12879,
  "charge": 0
}

Question: Which value of charge does entry 3 give?
Answer: 0

Question: Look up the charge of the third one.
Answer: 0